DFT (ωB97M-V/def2-TZVPD) results for a structure of composition C35H49N2O5S3SeSi2Ti at a distorted geometry.

For the LUMO energy, the calculation gives -0.111 Eh. As for the total energy: -187023.792 eV. Its frontier orbital gap is 5.696 eV.

The geometry in ORCA input format:
```
! RIJCOSX wB97M-V def2-TZVPD def2/J DEFGRID3
* xyz 1 1
Ti 0.129 -0.176 -0.203
O -0.080 -0.421 -2.062
S -0.819 0.534 -2.984
C 0.359 0.639 -4.412
C 1.621 1.313 -3.887
C 1.343 2.678 -3.249
C 2.507 3.159 -2.399
S 2.714 1.968 -0.982
O 1.309 1.703 -0.539
C 3.290 3.111 0.303
C 2.451 4.113 0.765
C 2.801 4.842 1.889
C 3.983 4.558 2.557
C 4.829 3.567 2.083
C 4.478 2.831 0.962
C -2.046 -0.542 -3.739
C -2.126 -1.855 -3.311
C -3.118 -2.671 -3.826
C -4.021 -2.170 -4.750
C -3.931 -0.851 -5.171
C -2.942 -0.027 -4.662
H -0.137 1.210 -5.194
H 0.565 -0.368 -4.768
H 2.344 1.412 -4.700
H 2.045 0.651 -3.127
H 0.470 2.590 -2.594
H 1.128 3.419 -4.020
H 2.320 4.156 -2.010
H 3.443 3.161 -2.952
H 1.524 4.327 0.252
H 2.148 5.624 2.243
H 4.246 5.111 3.447
H 5.757 3.358 2.594
H 5.120 2.043 0.596
H -1.420 -2.211 -2.569
H -3.188 -3.691 -3.487
H -4.803 -2.804 -5.136
H -4.640 -0.452 -5.880
H -2.875 1.006 -4.974
C -0.713 -2.063 3.025
Si -0.634 -2.256 1.099
C -2.130 -3.153 0.249
C 0.783 -3.546 0.874
C 0.600 -4.792 1.463
C 1.530 -5.804 1.323
C 2.676 -5.572 0.582
C 2.877 -4.333 0.002
C 1.945 -3.307 0.137
Si 2.281 -1.582 -0.655
C 4.049 -1.120 0.021
C 2.724 -1.954 -2.523
H -1.195 -2.910 3.507
H -1.264 -1.173 3.317
H 0.297 -1.979 3.425
H -2.610 -3.849 0.930
H -1.785 -3.730 -0.607
H -2.893 -2.455 -0.087
H -0.295 -4.971 2.038
H 1.363 -6.761 1.795
H 3.404 -6.358 0.454
H 3.780 -4.170 -0.568
H 4.772 -1.841 -0.346
H 4.073 -1.162 1.103
H 4.394 -0.137 -0.284
H 3.226 -2.915 -2.581
H 3.399 -1.220 -2.957
H 1.839 -2.019 -3.150
C -3.784 2.425 -0.794
S -2.205 2.277 0.096
C -1.486 3.829 -0.620
O -1.471 1.230 -0.707
H -3.572 2.405 -1.858
H -4.280 3.343 -0.503
H -4.392 1.571 -0.512
H -1.957 4.678 -0.140
H -1.614 3.879 -1.693
H -0.431 3.805 -0.374
Se -3.102 -0.006 1.442
C -4.142 -0.614 2.949
C -4.856 0.277 3.743
C -5.521 -0.215 4.853
N -5.522 -1.488 5.211
C -4.863 -2.335 4.437
C -4.167 -1.959 3.303
H -4.889 1.327 3.490
H -6.086 0.447 5.498
H -4.894 -3.373 4.742
H -3.652 -2.689 2.700
N 2.033 1.637 4.242
C 0.802 1.732 3.463
C 0.958 0.824 2.258
O 2.169 0.249 2.103
O 0.056 0.528 1.455
H 1.864 1.338 5.195
H 2.534 2.516 4.267
H 2.668 0.487 2.928
H 0.614 2.758 3.118
H -0.082 1.400 4.018
*
```

DFT (ωB97M-V/def2-TZVPD) results for a structure of composition C35H50As3N4O3PtS2.

The expectation value of S² is 2.01. For the LUMO energy (alpha / beta), the calculation gives -0.068 / -0.151 Eh. As for the total energy: -256636.088 eV. Its frontier orbital gap (alpha / beta) is 7.236 / 6.351 eV.

The geometry in ORCA input format:
```
! RIJCOSX wB97M-V def2-TZVPD def2/J DEFGRID3
* xyz 1 3
Pt 0.429 -0.539 0.145
C -1.061 0.089 3.512
As 0.628 -0.434 2.708
C 1.250 -1.723 4.034
C 1.631 1.219 3.017
C 3.139 1.339 2.701
C 3.551 2.716 3.253
C 3.442 1.377 1.192
As 2.796 -0.004 -0.031
C 3.345 0.717 -1.734
C 3.896 -1.582 0.176
C 3.932 0.235 3.415
As 5.878 0.538 3.729
C 6.640 -0.444 2.208
C 6.044 -0.933 5.014
H -0.926 0.246 4.582
H -1.793 -0.702 3.349
H -1.409 1.010 3.049
H 1.492 -1.200 4.959
H 2.122 -2.270 3.685
H 0.434 -2.420 4.220
H 1.480 1.478 4.069
H 1.083 1.965 2.431
H 2.883 3.493 2.875
H 4.571 2.976 2.969
H 3.500 2.725 4.344
H 4.523 1.448 1.042
H 3.016 2.293 0.770
H 4.417 0.915 -1.740
H 2.790 1.636 -1.919
H 3.082 0.000 -2.509
H 4.951 -1.324 0.209
H 3.706 -2.225 -0.683
H 3.617 -2.119 1.081
H 3.805 -0.736 2.930
H 3.535 0.132 4.429
H 6.500 0.106 1.278
H 6.206 -1.441 2.122
H 7.712 -0.541 2.377
H 5.570 -0.654 5.953
H 7.100 -1.117 5.205
H 5.587 -1.847 4.630
N -3.877 -3.447 5.753
C -3.450 -3.290 4.456
C -4.285 -2.694 3.498
C -3.848 -2.498 2.205
C -2.556 -2.879 1.849
C -1.721 -3.481 2.781
C -2.162 -3.687 4.073
S -1.960 -2.582 0.230
O -0.631 -3.159 0.143
O -2.961 -2.962 -0.724
N -1.603 -1.007 0.104
C -2.318 0.127 0.257
N -1.478 1.198 0.255
C -2.026 2.400 0.351
C -3.396 2.566 0.472
C -4.157 1.407 0.496
N -3.639 0.186 0.389
H -4.868 -3.407 5.923
H -3.388 -4.114 6.326
H -5.289 -2.398 3.777
H -4.503 -2.052 1.470
H -0.732 -3.802 2.479
H -1.517 -4.177 4.793
H -1.350 3.247 0.333
H -3.846 3.543 0.550
H -5.235 1.457 0.606
O 0.356 -0.391 -2.273
S -0.956 -0.014 -2.936
C -1.738 -1.552 -3.513
C -0.823 -2.453 -4.281
C -0.867 -2.505 -5.671
C 0.011 -3.318 -6.373
C 0.943 -4.083 -5.687
C 0.986 -4.042 -4.300
C 0.105 -3.233 -3.596
C -0.434 0.684 -4.521
C 0.451 1.877 -4.285
C 0.003 2.971 -3.548
C 0.835 4.061 -3.334
C 2.117 4.074 -3.866
C 2.566 2.991 -4.608
C 1.739 1.894 -4.807
H -2.611 -1.232 -4.087
H -2.099 -2.026 -2.601
H -1.601 -1.914 -6.208
H -0.039 -3.360 -7.454
H 1.627 -4.721 -6.232
H 1.700 -4.654 -3.764
H 0.122 -3.217 -2.513
H -1.344 0.938 -5.071
H 0.097 -0.098 -5.063
H -1.004 2.976 -3.144
H 0.474 4.910 -2.767
H 2.761 4.930 -3.711
H 3.561 2.998 -5.034
H 2.092 1.045 -5.381
*
```